[1]
99
Properties=species:S:1:pos:R:3 method="wB97M-V/def2-TZVPD" relative_energy_kj_mol=0.0 homo_energy_ha=-0.26858 e_tot_ha=-4329.7533 gap_ev=7.239 total_charge=0
Ta 0.611 -3.458 -0.140
Cl -0.402 -1.975 -1.577
Cl -1.458 -4.269 0.378
P 1.668 1.329 -1.192
P -2.476 0.333 0.940
Si -0.186 -1.572 2.639
Si 0.207 3.856 -0.801
Si -2.416 3.363 0.974
Si 2.424 -0.860 1.286
O 0.709 -4.560 -1.945
O 0.092 1.655 2.042
O 2.307 -3.043 -0.852
N -0.658 3.350 0.662
N 0.925 -1.743 1.318
C 0.281 5.711 -0.908
C 1.413 -5.145 0.898
C -3.385 3.408 -0.619
C 0.872 3.832 2.584
C 1.561 -3.925 -2.963
C 3.864 1.418 -2.965
C -5.551 -1.435 -1.119
C -4.412 -0.695 -0.812
C 2.722 -3.305 -2.208
C -4.122 -0.394 0.533
C 2.462 0.080 -4.989
C -2.929 1.815 1.929
C -0.348 -5.321 -2.564
C 2.862 0.321 2.704
C 2.488 1.169 -2.825
C 1.937 3.082 -0.710
C -6.136 -1.555 1.228
C 4.541 0.934 -4.083
C -0.466 -3.279 3.429
C -6.398 -1.896 -0.104
C 3.867 -2.083 1.335
C 0.087 2.860 1.751
C 3.849 0.252 -5.088
C -5.007 -0.800 1.548
C 0.308 -0.628 4.200
C 2.817 0.246 -0.233
C -2.745 4.897 1.970
C -0.620 3.200 -2.352
C 1.780 0.536 -3.864
C -1.939 -0.938 2.194
H 0.939 -5.289 1.874
H 3.646 0.929 0.043
H -4.446 3.466 -0.333
H 1.277 -0.961 4.593
H 0.468 -3.849 3.490
H 5.622 1.087 -4.163
H -5.776 -1.668 -2.159
H -0.829 -3.126 4.457
H 3.571 -3.999 -2.193
H 0.694 4.880 2.310
H 4.648 -1.692 2.003
H 2.102 1.096 2.860
H 4.389 -0.142 -5.950
H 3.027 -2.355 -2.666
H 0.582 3.688 3.635
H 3.244 -0.446 -0.984
H 1.943 3.600 2.501
H -1.476 3.828 -2.632
H 1.893 -4.690 -3.676
H 1.913 -0.419 -5.787
H 0.959 -3.149 -3.461
H -6.805 -1.886 2.028
H 0.326 6.177 0.085
H -2.400 -0.601 3.144
H 0.095 3.239 -3.187
H 3.551 -3.058 1.723
H 4.408 1.957 -2.184
H -3.540 5.482 1.488
H -3.155 4.305 -1.210
H -1.013 -5.672 -1.771
H 0.701 0.389 -3.773
H -0.597 6.104 -1.442
H 0.110 -6.167 -3.101
H 1.182 5.998 -1.472
H -0.970 2.164 -2.257
H -1.207 -3.882 2.892
H -3.726 -0.369 -1.599
H -0.908 -4.678 -3.264
H 1.221 -6.036 0.281
H 2.499 -5.048 1.024
H 3.018 -0.220 3.647
H 0.335 0.458 4.061
H -2.488 -1.848 1.886
H -1.849 5.527 2.041
H -0.447 -0.853 4.970
H -4.022 1.833 2.071
H -3.075 4.637 2.984
H 3.813 0.818 2.457
H 2.597 3.559 -1.452
H 4.313 -2.230 0.342
H -2.452 1.744 2.918
H -7.261 -2.517 -0.342
H -4.791 -0.563 2.594
H 2.411 3.152 0.284
H -3.261 2.525 -1.257

[2]
56
Properties=species:S:1:pos:R:3 method="wB97M-V/def2-TZVPD" smiles="CCOC(=O)[C@@]1([C@@H](N=[S@](=O)([O-])c2ccc(C)cc2)c2ccccc2)CCCCC1=O" homo_energy_ha=-0.14399 e_tot_ha=-1721.1673 gap_ev=6.815 total_charge=-1
S -1.827 0.155 -1.280
O 1.519 1.008 2.002
O -1.239 1.478 1.745
O -3.028 0.402 -0.490
O 1.695 -1.052 2.962
O -1.659 -1.210 -1.802
N -0.478 0.590 -0.508
C 3.664 0.341 -1.076
C 3.673 -1.814 0.025
C -2.141 3.080 -4.806
C 3.676 -1.781 3.912
C -1.887 -2.609 2.433
C 4.368 -0.755 -0.570
C -1.855 1.729 -5.045
C -2.683 -0.265 2.508
C 1.590 -0.600 -0.238
C 2.910 -0.559 3.513
C 1.054 -0.097 2.216
C 2.260 0.416 -0.955
C -2.318 3.503 -3.482
C 2.287 -1.753 0.156
C -0.204 -0.701 1.565
C -2.264 4.070 -5.932
C -1.753 0.816 -3.990
C -1.939 1.266 -2.677
C 0.104 -0.577 0.207
C -0.429 -2.172 2.234
C -2.646 -1.588 3.242
C -1.364 0.298 1.935
C -2.231 2.604 -2.420
H 3.440 0.029 2.758
H -1.561 4.899 -5.809
H -2.163 -1.427 4.201
H 1.671 1.279 -1.301
H -1.527 -0.229 -4.180
H -2.066 3.592 -6.892
H -2.531 4.555 -3.288
H 4.207 -2.696 0.383
H -3.662 -1.943 3.440
H -0.017 -2.159 3.260
H -1.885 -3.597 2.940
H -2.343 -2.794 1.440
H 1.733 -2.597 0.596
H -3.028 0.528 3.173
H -0.381 -1.502 -0.166
H -3.267 4.507 -5.965
H -2.385 2.932 -1.397
H 5.453 -0.789 -0.682
H 0.174 -2.915 1.703
H -3.389 -0.286 1.676
H 3.855 -2.430 3.045
H 3.121 -2.349 4.669
H 4.627 -1.464 4.322
H -1.710 1.402 -6.078
H 4.169 1.162 -1.585
H 2.608 0.067 4.355

[3]
33
Properties=species:S:1:pos:R:3 method="wB97M-V/def2-TZVPD" homo_energy_ha=-0.49773 e_tot_ha=-993.3166 gap_ev=6.748 total_charge=+1
Hg -25.945 0.546 -3.666
O -26.725 -2.286 -4.665
O -24.538 -0.164 -5.784
O -27.418 0.154 -5.336
O -26.898 1.733 -7.524
O -29.243 0.779 -7.785
O -26.119 -1.205 -7.595
O -27.307 2.350 -3.382
O -27.651 -0.440 -2.442
O -29.232 2.414 -5.383
O -29.848 -0.291 -4.413
O -28.640 -1.653 -6.973
H -26.968 0.968 -6.944
H -30.249 -0.804 -5.195
H -26.720 2.466 -6.893
H -28.286 -1.236 -6.169
H -29.110 -0.162 -7.526
H -26.292 -2.820 -5.384
H -25.587 -2.014 -7.464
H -28.934 -2.433 -6.546
H -27.801 0.978 -5.591
H -28.235 0.223 -2.084
H -27.506 2.897 -2.638
H -25.225 -0.660 -6.259
H -28.345 1.137 -7.872
H -28.978 -0.014 -4.663
H -29.305 2.115 -6.304
H -27.595 -1.049 -1.660
H -27.983 2.576 -4.030
H -24.037 0.354 -6.435
H -27.046 -1.514 -7.453
H -27.227 -1.551 -5.084
H -29.605 1.748 -4.822

[4]
43
Properties=species:S:1:pos:R:3 method="wB97M-V/def2-TZVPD" relative_energy_kj_mol=67.9 homo_energy_ha="-0.70138 / -0.66124" e_tot_ha=-1274.3321 gap_ev="6.645 / 4.999" total_charge=+3
Pb 0.188 0.241 -0.334
P -2.219 -1.317 -1.448
N 1.108 2.470 0.410
N -1.596 0.590 1.181
N -2.734 1.313 3.200
N 1.699 -0.058 1.769
N 0.570 1.513 -2.616
N -3.992 2.920 4.548
N 2.161 -1.434 -0.793
C 2.147 1.249 2.282
C -3.733 -0.344 -1.558
C -1.767 -1.891 -3.103
C 3.268 -1.101 0.127
C 2.355 2.285 1.181
C -2.162 0.988 2.140
C 2.745 -1.079 1.560
C -2.508 -2.752 -0.390
C -3.402 2.141 3.888
H -0.117 2.244 -2.797
H -1.698 -1.063 -3.807
H 3.586 -0.915 2.237
H 1.001 -0.429 2.404
H 2.673 3.217 1.653
H 1.395 1.629 2.976
H -2.775 -2.447 0.621
H -3.348 -3.310 -0.817
H 0.538 0.893 -3.424
H 4.079 -1.829 0.065
H 3.082 1.149 2.837
H 2.469 -1.341 -1.758
H 3.671 -0.128 -0.152
H 2.321 -2.057 1.791
H -4.489 -0.966 -2.050
H 1.275 3.100 -0.370
H -0.833 -2.453 -3.098
H -1.641 -3.410 -0.358
H -3.595 0.558 -2.153
H -4.093 -0.075 -0.567
H 3.146 1.977 0.497
H -2.563 -2.562 -3.444
H 1.481 1.967 -2.662
H 1.900 -2.409 -0.664
H 0.409 2.925 0.996

[5]
48
Properties=species:S:1:pos:R:3 method="wB97M-V/def2-TZVPD" relative_energy_kj_mol=9.5 homo_energy_ha=-0.42169 e_tot_ha=-4370.4383 gap_ev=7.938 total_charge=+1
Sn 0.918 0.440 0.226
Cl 3.072 3.335 1.289
Cl 1.866 3.831 -2.502
Cl 4.618 0.405 1.061
Cl 2.657 1.052 3.654
Cl 1.968 0.888 -2.524
S 1.850 -1.748 -0.290
S -0.411 2.439 0.082
Si 2.915 1.338 1.646
N -1.096 -0.282 -1.166
N -0.259 -0.759 1.734
C -2.487 3.133 -3.265
C 0.754 -1.668 2.285
C -2.732 1.865 -3.772
C -1.319 -1.506 0.991
C 1.493 2.385 -3.408
C 2.774 -2.938 1.982
C 2.735 -3.319 3.311
C -1.584 0.872 -1.893
C -0.908 -1.447 -2.049
C 1.704 -2.882 4.129
C -1.782 3.272 -2.083
C -0.874 0.128 2.752
C -1.330 2.150 -1.390
C 1.780 -2.123 1.445
C -2.009 -0.634 -0.048
C -2.281 0.745 -3.091
C 0.719 -2.053 3.617
H -2.834 4.011 -3.792
H -0.849 -2.370 0.528
H -1.867 -1.818 -2.419
H -1.562 4.256 -1.690
H -3.278 1.740 -4.698
H -1.525 -0.443 3.414
H -2.051 -1.872 1.714
H -2.485 -0.230 -3.507
H 3.516 -3.953 3.709
H -0.277 -1.166 -2.889
H -2.879 -1.169 -0.442
H -1.461 0.892 2.251
H -0.091 0.609 3.332
H 2.067 2.370 -4.326
H 0.425 2.320 -3.583
H -2.371 0.291 0.398
H -0.065 -1.704 4.273
H -0.415 -2.245 -1.506
H 3.581 -3.266 1.341
H 1.669 -3.173 5.169

[6]
128
Properties=species:S:1:pos:R:3 method="wB97M-V/def2-TZVPD" homo_energy_ha=-0.41011 e_tot_ha=-5712.9803 gap_ev=7.447 total_charge=+1
Cl -3.640 -3.740 -0.752
P 2.228 -2.898 1.409
F -3.351 6.130 -1.259
F 2.827 -5.861 4.344
F 0.034 -1.895 -1.904
F -7.755 4.951 2.699
F -3.373 1.530 -5.104
F 10.292 4.466 1.042
F 1.405 3.178 1.113
F -0.395 -4.923 -4.833
F 8.598 -10.797 4.854
F -9.039 6.915 -7.206
O -4.095 2.594 1.830
O -5.188 5.315 -6.552
O 6.464 -8.172 5.321
O -10.064 5.372 -8.464
O 6.342 6.453 0.634
O -4.660 3.223 -5.806
O -1.618 5.948 1.678
O -3.052 4.517 -6.728
O -0.972 0.690 -3.897
O -6.307 2.033 1.677
O -5.721 4.147 2.221
O 4.895 -5.487 5.116
O 6.820 -10.262 6.106
O 6.998 4.678 1.918
O 5.256 -8.935 7.107
O -8.279 4.065 -8.926
O -1.283 6.504 -0.487
O 3.385 -6.853 -3.528
O 4.404 3.374 2.735
O 0.376 6.867 1.038
O 5.185 1.247 2.418
O 3.093 1.837 1.721
O 4.560 -6.043 7.281
O 1.055 1.560 -4.500
O 1.293 -6.264 -4.226
O 0.923 -0.155 -3.000
O -10.281 3.656 -9.954
O 8.530 5.804 0.695
O 2.604 -4.727 -3.211
O 6.554 -5.124 6.641
N 0.453 -3.041 1.496
N -1.876 -2.261 1.634
N -0.063 -0.494 1.734
N -1.353 0.083 1.793
C 3.237 4.037 2.293
C 3.777 -6.343 5.176
C -9.096 5.589 -7.463
C -7.831 5.114 -8.092
C -4.832 -3.028 0.520
C 7.216 5.708 1.044
C 4.302 2.081 2.299
C 1.437 -4.063 -3.653
C 9.220 5.026 1.647
C -4.370 4.427 -6.374
C -0.163 -0.594 -2.215
C -2.426 3.348 -6.237
C 0.393 0.764 -3.855
C -1.335 -0.434 -3.121
C -2.520 -0.892 1.722
C -9.600 4.311 -9.182
C 2.786 -1.427 0.326
C -0.747 6.476 0.765
C -7.493 2.733 1.994
C 6.109 -9.109 6.253
C 0.474 -5.187 -3.831
C 8.225 3.987 2.035
C 3.339 -6.245 6.597
C -2.839 5.746 0.994
C -3.566 2.394 -6.126
C 7.564 -8.709 4.613
C -2.401 5.648 -0.427
C -4.792 -1.375 0.361
C -4.143 -0.659 1.725
C 5.431 -5.515 6.368
C 7.398 -10.176 4.823
C 3.064 -2.921 3.125
C -5.273 2.899 1.906
C 2.274 2.914 2.115
C -7.078 4.157 1.841
C -0.393 -1.965 1.616
C 2.502 -6.020 -3.648
H -7.348 5.883 -8.704
H 1.652 -3.537 -4.589
H -3.336 4.836 1.340
H 3.473 -1.725 -0.595
H 1.800 -0.971 -0.161
H 4.207 -3.240 3.000
H -4.412 0.494 1.612
H -2.109 4.639 -0.738
H -3.780 1.841 -7.047
H 3.452 4.564 1.357
H -1.655 2.997 -6.928
H 8.224 3.127 1.356
H -1.959 3.565 -5.270
H -2.263 -0.249 -2.573
H -1.482 -1.298 -3.779
H -4.179 -1.124 -0.611
H -1.563 1.102 1.889
H -4.458 -3.385 1.574
H 0.024 -3.991 1.405
H -5.899 -1.039 0.154
H 4.069 -7.352 4.864
H -7.111 4.749 -7.355
H -0.219 0.004 -1.298
H 2.998 -1.897 3.711
H 9.549 5.664 2.474
H 2.603 -3.745 3.852
H 7.523 -8.433 3.556
H -5.895 -3.486 0.350
H 8.376 3.627 3.056
H -8.303 2.461 1.312
H 1.095 -3.336 -2.912
H 2.842 -7.155 6.943
H 8.494 -8.322 5.042
H 2.895 4.765 3.034
H 2.677 -5.392 6.778
H -4.703 -1.156 2.650
H 0.863 -0.015 1.773
H -9.378 5.045 -6.555
H 1.725 2.646 3.024
H 6.745 -10.663 4.091
H 3.251 -0.573 0.977
H -7.172 4.545 0.821
H -3.502 6.599 1.175
H -0.075 -5.455 -2.922
H -7.797 2.488 3.017

[7]
17
Properties=species:S:1:pos:R:3 method="wB97M-V/def2-TZVPD" relative_energy_kj_mol=136.6 smiles=C1CCNC1.O homo_energy_ha=-0.33226 e_tot_ha=-288.9650 gap_ev=9.576 total_charge=0
O 1.098 -2.916 -2.879
N -0.199 1.272 -0.545
C -0.995 -0.129 1.316
C 0.543 0.007 1.296
C -1.412 0.868 0.175
C 0.854 1.253 0.449
H 0.835 -2.189 -2.307
H 1.854 1.047 0.062
H 1.250 -2.528 -3.755
H -1.317 0.165 2.282
H -1.386 -1.037 0.866
H -2.099 0.534 -0.600
H 0.895 0.036 2.311
H 1.031 -0.917 0.992
H 0.049 0.619 -1.270
H 0.927 2.160 1.043
H -1.928 1.754 0.565